*1*
{"formula": "C3H12O4", "method": "the ωB97M-V functional and the def2-TZVPD basis", "charge": 0, "lumo_energy_ha": 0.023, "smiles": "C/C=C/O.O.O.O", "homo_energy_ev": -8.79, "multiplicity": 1, "homo_lumo_gap_ev": 9.399, "species": ["H", "H", "C", "H", "O", "C", "H", "C", "H", "H", "H", "O", "H", "H", "O", "H", "H", "H", "O"], "positions_angstrom": [[2.0477, -1.6918, 1.2092], [1.6539, -2.7881, -0.1648], [0.1925, -0.1952, -0.3508], [-0.6025, -0.7472, 0.1157], [-2.0250, 0.2556, 1.8107], [1.4425, -0.5828, -0.5428], [-1.2753, 0.2200, 2.3901], [2.0389, -1.7963, 0.1304], [0.1827, 2.8875, 1.0373], [-3.1534, -0.5594, -2.4933], [3.0350, -1.9517, -0.2969], [-2.3678, -1.0447, -2.7820], [-2.3199, -1.7883, -2.1907], [1.9886, -0.1568, -1.3792], [-0.0989, 1.1691, -0.5275], [1.4609, 3.5738, 1.6834], [-0.5713, 1.3426, -1.3500], [-2.5343, 1.0441, 2.0288], [0.9056, 2.8096, 1.6724]], "lowdin_charge": [0.069, 0.074, -0.203, 0.094, -0.049, -0.137, 0.030, -0.110, 0.020, 0.040, 0.063, -0.054, 0.023, 0.107, -0.060, 0.016, 0.091, 0.044, -0.058]}

---

*2*
{"formula": "C3H12O4", "method": "the ωB97M-V functional and the def2-TZVPD basis", "charge": 0, "lumo_energy_ha": 0.013, "smiles": "C=C(C)O.O.O.O", "homo_energy_ev": -9.14, "multiplicity": 1, "homo_lumo_gap_ev": 9.488, "species": ["H", "H", "H", "H", "H", "H", "H", "C", "C", "H", "C", "O", "O", "H", "H", "O", "O", "H", "H"], "positions_angstrom": [[-0.2569, -2.5062, 0.6963], [-0.8007, -0.7208, 0.8822], [2.5475, 0.6898, -0.4161], [-0.2815, 2.7731, 5.4005], [0.8753, 2.3360, 4.4032], [1.1534, 1.3213, 0.3748], [-6.0457, 0.3249, 1.2062], [1.1520, -0.7931, -0.0794], [0.0975, -1.3854, 0.8514], [1.4431, 1.1697, -6.0342], [1.5624, 0.4291, -0.0823], [0.5627, 2.2321, 5.2424], [1.4803, -1.6902, -1.2272], [1.1982, 0.6396, -4.4986], [-4.7117, 0.6953, 0.4909], [1.4819, 0.3266, -5.4664], [-5.3229, -0.0741, 0.6253], [1.9217, -1.1889, -1.9294], [0.4709, -1.3934, 1.8942]], "lowdin_charge": [0.119, 0.082, 0.057, 0.087, -0.037, 0.062, 0.065, -0.377, -0.053, 0.063, -0.002, -0.050, -0.037, 0.092, 0.046, -0.156, -0.112, 0.077, 0.072]}

---

List of relative energies, unit hartree: *1* 0.0000; *2* 0.0310

---

*1*
{"formula": "C2H7O2PS", "method": "the ωB97M-V functional and the def2-TZVPD basis", "charge": 0, "lumo_energy_ha": -0.025, "homo_energy_ev": -8.42, "multiplicity": 1, "homo_lumo_gap_ev": 7.749, "species": ["H", "S", "H", "C", "O", "H", "O", "H", "C", "H", "H", "P", "H"], "positions_angstrom": [[2.4370, -0.8447, -2.0434], [0.4724, -1.8717, 1.3076], [-2.1531, -0.8880, -0.8485], [-0.1617, 2.2600, 2.1894], [-0.2946, -0.0555, -0.8078], [2.6449, -0.6587, -2.7069], [-0.1798, 1.3777, 1.3643], [-1.1626, -1.4150, -2.1953], [-1.1755, -1.1437, -1.1865], [-0.1131, 3.3576, 1.9232], [-0.7853, -2.0932, -0.6845], [0.8312, -0.2064, 0.3623], [-0.3600, 2.1815, 3.3261]], "lowdin_charge": [-0.006, 0.143, 0.075, -0.067, -0.525, 0.033, -0.205, 0.055, -0.170, 0.102, 0.008, 0.441, 0.117]}

---

*2*
{"formula": "C2H7O2PS", "method": "the ωB97M-V functional and the def2-TZVPD basis", "charge": 0, "lumo_energy_ha": 0.024, "smiles": "COPS.C=O", "homo_energy_ev": -9.24, "multiplicity": 1, "homo_lumo_gap_ev": 9.891, "species": ["H", "C", "S", "O", "H", "C", "H", "H", "H", "H", "H", "O", "P"], "positions_angstrom": [[2.5683, 1.0388, -1.2621], [-0.8183, -1.9839, -0.6508], [2.6530, -0.7914, 0.5743], [-0.7417, -2.1375, 0.5334], [0.0463, 1.0926, 1.8259], [-0.2421, 1.4264, 0.8259], [-0.9689, 0.7249, 0.4139], [-1.6137, -1.3824, -1.1241], [1.7237, -1.7185, 0.8147], [-0.1172, -2.4463, -1.3649], [-0.6853, 2.4188, 0.8845], [0.9039, 1.5425, 0.0102], [1.4906, 0.2616, -0.8375]], "lowdin_charge": [-0.081, -0.223, 0.372, -0.036, 0.084, -0.173, 0.059, 0.081, -0.233, 0.073, 0.084, -0.556, 0.548]}

---

List of relative energies, unit hartree: *1* 0.0563; *2* 0.0000

---

*1*
{"formula": "C4H6O2S", "method": "the ωB97M-V functional and the def2-TZVPD basis", "charge": 0, "lumo_energy_ha": 0.009, "smiles": "O=CCCC(O)=S", "homo_energy_ev": -9.16, "multiplicity": 1, "homo_lumo_gap_ev": 9.406, "species": ["H", "O", "C", "S", "C", "C", "H", "O", "H", "C", "H", "H", "H"], "positions_angstrom": [[0.1585, -0.0060, 1.3055], [1.9110, -1.0522, 0.0659], [0.8045, -0.9472, -0.6659], [0.1157, -2.1673, -1.4334], [-1.7181, 0.4676, 0.7040], [0.3238, 0.4628, -0.7106], [2.2384, -1.9797, 0.0512], [-2.2133, 0.1464, 1.7260], [1.1275, 1.1884, -0.9203], [-0.2451, 0.7454, 0.6263], [-0.5361, 0.7523, -1.3246], [-2.1374, 0.6823, -0.3446], [0.1706, 1.7071, 0.9204]], "lowdin_charge": [0.119, 0.008, -0.931, 0.763, -0.272, -0.233, 0.123, 0.099, 0.135, -0.192, 0.105, 0.140, 0.136]}

---

*2*
{"formula": "C4H6O2S", "method": "the ωB97M-V functional and the def2-TZVPD basis", "charge": 0, "lumo_energy_ha": -0.015, "smiles": "OC/C=C\\C(O)=S", "homo_energy_ev": -9.09, "multiplicity": 1, "homo_lumo_gap_ev": 8.684, "species": ["C", "C", "H", "O", "H", "C", "S", "H", "O", "H", "H", "H", "C"], "positions_angstrom": [[-0.4542, 0.7643, 0.9311], [0.3768, -1.7377, -0.8979], [-1.8178, -1.5606, -1.2931], [0.9303, -1.3609, -2.3350], [0.1748, -2.8243, -0.7842], [-1.0180, -1.0855, -0.6878], [1.1050, 1.0329, 0.5396], [1.0101, -0.3368, -2.3009], [-0.9775, 1.3210, 1.9724], [-0.2466, 1.7251, 2.4799], [-2.5334, 0.2209, 0.1813], [1.2147, -1.2927, -0.1425], [-1.4217, 0.0358, 0.0091]], "lowdin_charge": [-0.873, -0.196, 0.111, -0.161, 0.106, -0.083, 0.749, 0.094, 0.019, 0.107, 0.129, 0.078, -0.081]}

---

List of relative energies, unit hartree: *1* 0.0000; *2* 0.0314